Entry from the OMol25 dataset: 12 unconnected molecules or ions with the total composition C18H45N9O27 (the ωB97M-V functional and the def2-TZVPD basis).

```
99
Properties=species:S:1:pos:R:3:forces:R:3
C -0.43000 1.54544 5.39162 1.1 -0.5 0.3
N 0.81444 2.36838 5.62347 1.7 -0.2 -1.8
O 1.58002 2.65208 4.69733 -1.4 -0.6 -0.7
O 1.11517 2.67497 6.72448 -0.6 0.3 2.8
H -0.40259 0.71929 6.10212 0.0 0.4 0.5
H -0.26916 1.01033 4.45573 -0.7 0.9 -0.4
H -1.26893 2.20763 5.60566 -0.1 -0.3 -0.7
C -0.88086 0.74163 1.36187 0.2 0.0 1.0
N -0.22950 -0.36048 0.60455 -0.5 -1.0 0.9
O -0.76985 -1.48675 0.66169 1.3 2.1 -0.7
O 0.84335 -0.05883 0.11347 -0.5 -1.0 -0.4
H -0.11372 1.50112 1.51275 -0.3 0.2 -0.5
H -1.08304 0.35657 2.36135 -0.3 -0.3 -0.2
H -1.82169 1.06499 0.91648 0.3 -0.1 -0.2
C 1.11243 -4.07829 1.92258 -0.4 -1.1 0.7
N -0.16344 -4.78254 1.55348 -2.1 -0.4 0.6
O -1.20389 -4.21763 1.87847 0.7 0.3 -0.5
O -0.18569 -5.95109 1.18805 1.1 0.7 -0.4
H 0.81248 -3.78433 2.92842 0.6 0.4 0.0
H 1.38341 -3.21298 1.31768 -0.4 -0.4 -0.2
H 1.81965 -4.90610 1.97424 0.4 0.5 -0.2
C 2.33583 2.72118 -6.03991 0.0 1.0 0.4
N 1.67562 3.05123 -4.70395 -0.5 -3.1 2.8
O 2.28815 2.89251 -3.60053 -0.6 1.1 -3.4
O 0.45112 3.09597 -4.73167 1.0 0.9 -0.4
H 1.65665 2.08206 -6.60413 0.0 -0.1 0.5
H 3.32207 2.29046 -5.86703 -0.2 0.1 0.1
H 2.37307 3.67081 -6.57368 0.3 0.0 0.0
C 0.61747 -4.68916 -3.50425 -2.3 -0.1 -0.5
N 1.64186 -4.41458 -2.56690 3.6 0.0 -0.1
O 2.67734 -5.14472 -2.65862 -2.4 2.3 1.2
O 1.42649 -3.44317 -1.83384 1.1 -1.7 -0.3
H 0.88695 -5.34241 -4.33416 0.2 0.1 0.5
H 0.19697 -3.73202 -3.81275 0.1 -0.1 -0.2
H -0.13002 -5.11443 -2.83455 -0.4 -0.4 -0.5
C 4.24343 -2.00835 -1.14015 0.3 0.3 -0.4
N 4.86046 -0.71332 -0.63786 0.3 -1.9 0.2
O 5.50398 -0.81405 0.39432 -0.3 0.5 -0.2
O 4.70112 0.27858 -1.29467 -0.1 0.7 -0.1
H 5.02178 -2.75888 -1.27787 0.2 0.2 0.5
H 3.84909 -1.81437 -2.13763 -0.5 0.1 0.4
H 3.53013 -2.33304 -0.38259 0.0 0.1 -0.4
C -3.62510 -4.28800 -2.41206 -0.1 0.6 -0.9
N -3.52504 -2.77265 -2.48408 0.3 1.4 -1.6
O -4.25996 -2.05758 -1.82509 0.5 -1.2 0.2
O -2.81898 -2.30899 -3.39999 -0.4 -1.1 1.4
H -2.66835 -4.80849 -2.36944 0.1 0.6 1.0
H -3.85038 -4.52402 -3.45209 -0.9 0.0 0.1
H -4.40433 -4.54219 -1.69354 0.4 -0.1 -0.1
C -2.56088 3.48359 2.71739 -1.2 1.1 0.7
N -2.62112 4.79990 3.56335 0.2 1.5 -3.1
O -2.81427 4.69897 4.74793 0.2 0.0 0.2
O -2.54406 5.87903 2.91963 -0.1 -2.5 1.7
H -1.52739 3.19075 2.53236 -0.2 0.1 0.4
H -3.08676 3.66677 1.78037 0.4 0.4 0.0
H -3.21635 2.83106 3.29415 0.8 -0.5 0.0
C 3.85710 0.75342 3.58122 -1.0 0.1 -0.4
N 3.19155 -0.58005 3.27012 -1.2 1.3 0.3
O 3.82531 -1.56299 3.45797 1.2 -1.5 0.1
O 1.99592 -0.59865 2.95492 0.9 0.6 0.0
H 3.40081 1.08784 4.51292 0.2 -0.1 0.0
H 3.50125 1.45230 2.82422 0.3 -0.1 0.0
H 4.94174 0.66877 3.64821 -0.3 -0.3 -0.2
C 2.37138 2.85251 -0.32782 0.8 0.2 0.1
O 1.07001 2.98950 -0.86662 -2.0 1.2 0.6
C 0.18082 3.74439 -0.13353 0.7 -0.2 1.7
O 0.42353 4.14501 1.02633 -1.2 -0.9 -3.8
O -1.03088 3.92655 -0.80948 2.4 -0.4 2.1
C -1.34422 2.92238 -1.75275 -0.7 -0.8 -1.4
H 2.90061 3.79727 -0.45202 0.0 0.0 0.1
H 2.89843 2.10248 -0.91755 -0.3 0.0 0.1
H 2.35774 2.58717 0.72930 -0.1 0.0 -0.1
H -1.20221 3.29699 -2.76646 0.2 0.0 0.1
H -2.39265 2.63792 -1.66345 -0.2 0.4 0.3
H -0.80512 1.97995 -1.65628 0.4 0.3 0.2
C 0.44411 -0.29864 -3.71953 2.2 -1.7 1.2
O 0.32010 -0.35959 -5.11536 -1.8 0.9 -1.2
C 1.24796 -0.83056 -5.92830 1.6 0.1 0.3
O 2.33055 -1.28547 -5.60717 -1.0 0.3 -0.2
O 0.81242 -0.65628 -7.19120 0.2 0.6 -0.4
C 1.73746 -0.62575 -8.31070 0.4 -0.5 0.3
H 1.22097 0.39516 -3.39822 -0.2 0.5 -0.2
H 0.86387 -1.26689 -3.44678 0.0 -0.2 0.5
H -0.45314 -0.18985 -3.11027 -0.4 0.3 -1.1
H 2.75930 -0.90112 -8.04967 -0.3 -0.8 0.4
H 1.93185 0.34822 -8.75980 -1.0 0.5 0.4
H 1.30024 -1.27250 -9.07140 0.3 0.0 0.1
C -4.86680 -1.80651 4.00613 0.4 -0.2 0.6
O -5.12604 -0.81328 5.02812 -1.3 -1.8 -0.1
C -4.44808 0.26972 5.01207 1.3 3.0 -1.0
O -3.58991 0.58131 4.18909 -0.5 -0.1 1.0
O -4.90393 1.07487 5.98442 0.0 -1.6 0.5
C -4.45182 2.39832 6.16440 -0.1 0.4 -0.8
H -4.84264 -2.73775 4.57212 0.2 0.0 -0.3
H -3.91128 -1.56496 3.54059 -0.2 -0.3 -0.1
H -5.67949 -1.88130 3.28361 0.0 0.5 0.1
H -5.13172 2.80452 6.91329 0.2 0.2 -0.2
H -4.55259 2.88719 5.19541 0.0 0.4 0.3
H -3.41767 2.51655 6.48794 0.0 -0.4 0.1
```
Positions in Å, forces in eV/Å.

Output
Electronic energy, hartree: -3236.1794
2S+1: 1
HOMO-LUMO gap, eV: 10.246

Atom-resolved charges from Löwdin, all expressed in e:
1. C 0.069
2. N -0.436
3. O 0.024
4. O 0.088
5. H 0.102
6. H 0.078
7. H 0.086
8. C 0.037
9. N -0.395
10. O 0.041
11. O 0.058
12. H 0.086
13. H 0.086
14. H 0.109
15. C 0.057
16. N -0.428
17. O 0.025
18. O 0.039
19. H 0.100
20. H 0.080
21. H 0.099
22. C 0.067
23. N -0.362
24. O 0.029
25. O 0.050
26. H 0.086
27. H 0.102
28. H 0.096
29. C 0.018
30. N -0.409
31. O 0.052
32. O 0.044
33. H 0.114
34. H 0.099
35. H 0.104
36. C 0.050
37. N -0.438
38. O 0.046
39. O 0.068
40. H 0.099
41. H 0.088
42. H 0.084
43. C 0.060
44. N -0.412
45. O 0.066
46. O 0.016
47. H 0.083
48. H 0.096
49. H 0.101
50. C 0.070
51. N -0.389
52. O 0.048
53. O 0.041
54. H 0.070
55. H 0.095
56. H 0.057
57. C 0.066
58. N -0.430
59. O 0.087
60. O 0.014
61. H 0.080
62. H 0.086
63. H 0.102
64. C -0.050
65. O -0.074
66. C -0.467
67. O 0.076
68. O -0.010
69. C -0.074
70. H 0.106
71. H 0.075
72. H 0.084
73. H 0.082
74. H 0.094
75. H 0.078
76. C -0.030
77. O 0.005
78. C -0.601
79. O 0.109
80. O -0.011
81. C -0.030
82. H 0.092
83. H 0.074
84. H 0.098
85. H 0.090
86. H 0.082
87. H 0.094
88. C 0.014
89. O 0.036
90. C -0.615
91. O 0.068
92. O -0.001
93. C -0.040
94. H 0.098
95. H 0.090
96. H 0.099
97. H 0.105
98. H 0.078
99. H 0.083

---

Entry from the OMol25 dataset: a molecular structure, C18H46AgF2N2O10S2 (the ωB97M-V functional and the def2-TZVPD basis).

```
81
Properties=species:S:1:pos:R:3:forces:R:3
N -18.58125 2.92387 16.33728 -0.2 -0.2 1.2
H -17.68934 2.63157 16.71033 0.4 0.4 0.7
H -18.44584 3.27449 15.39983 0.4 -0.5 -1.0
H -19.08028 3.68238 16.77969 0.4 -0.1 1.2
H -19.17014 2.10367 16.31310 -1.0 -1.2 -0.1
Ag -20.38125 5.07475 14.58843 0.2 0.6 -1.0
N -18.46557 3.71768 13.95764 3.4 5.5 1.7
S -18.53897 2.86613 12.76440 -5.6 -8.9 -8.4
O -17.78508 1.62111 12.89086 0.5 2.5 -0.8
O -18.82103 3.39428 11.42029 0.9 -0.5 3.5
F -19.96653 2.29489 13.25458 -0.8 0.2 -0.3
S -16.87804 4.23238 13.58011 4.3 4.5 4.2
O -16.55963 4.68362 12.26576 -0.6 -1.4 0.6
O -15.87620 3.58922 14.44319 -3.0 0.9 -2.1
F -17.14524 5.69475 14.28434 0.2 -1.4 0.1
C -15.08010 -0.55263 11.22552 -0.3 0.1 0.6
C -16.37432 -0.67583 10.77768 0.5 -0.5 1.2
C -16.56429 -1.23630 9.55275 -1.2 0.3 -1.5
C -15.53428 -1.51280 8.68261 1.5 -0.5 0.4
C -14.18702 -1.41826 9.16040 -2.8 -0.7 -1.8
C -14.03661 -0.98923 10.43092 1.7 0.8 0.9
H -14.94272 -0.12687 12.20851 0.4 -0.1 0.1
H -17.20135 -0.48316 11.44500 -0.1 0.3 -0.1
H -17.58707 -1.31529 9.21500 -0.1 -0.3 -0.2
H -15.75895 -1.88881 7.69542 0.1 0.0 -0.1
H -13.36707 -1.74571 8.53843 0.1 0.2 0.1
H -13.00102 -0.93227 10.73209 0.0 0.2 0.7
C -13.94256 6.92663 15.79677 0.1 1.8 -1.6
C -15.11128 7.96455 15.55891 1.4 -2.5 0.9
O -15.93523 7.72445 16.65764 -1.7 0.6 0.9
H -13.14996 7.41586 15.23060 0.6 -0.7 -0.2
H -14.13290 5.92876 15.40165 -0.1 0.2 0.1
H -13.55286 6.85615 16.81229 -0.6 0.2 0.1
H -15.72540 7.69626 14.69927 0.7 0.3 -0.7
H -14.74809 8.99188 15.53045 0.0 0.0 -0.1
H -16.75835 8.14183 16.39332 -0.4 0.1 0.7
C -12.39636 3.58483 14.89080 1.2 -0.3 -1.9
C -12.85549 2.53800 15.86842 -0.7 1.9 -1.0
O -13.92063 3.28460 16.51421 0.1 -1.4 1.7
H -11.87083 4.42741 15.34021 0.1 -0.3 0.3
H -13.16606 4.04653 14.27233 -0.6 -0.2 0.3
H -11.78199 3.11660 14.12178 0.7 0.1 0.0
H -11.99251 2.25360 16.47048 -0.6 0.3 0.9
H -13.19973 1.62315 15.38610 -0.3 0.0 -0.1
H -14.59658 3.43801 15.85002 0.3 -0.1 -0.1
C -18.78444 7.35058 11.93452 -1.0 1.6 0.3
C -20.12020 8.01378 12.37295 2.0 -0.3 -1.1
O -20.61481 7.26399 13.45708 -1.2 -1.1 1.6
H -18.15334 7.24063 12.81641 0.0 -0.3 -0.2
H -18.30240 8.09436 11.30009 0.2 -0.3 -0.3
H -18.96515 6.42734 11.38399 0.2 0.0 0.1
H -20.80138 8.04646 11.52263 -0.3 0.0 0.2
H -19.98252 9.01221 12.78801 0.3 0.2 -0.5
H -21.03548 7.91574 14.02264 -0.3 -0.3 0.3
C -16.86071 1.80610 7.77052 -0.7 0.7 1.8
C -16.64161 2.23970 9.28026 0.8 -0.6 -0.1
O -16.32801 3.61384 9.48341 0.3 0.3 -0.9
H -17.34530 2.64830 7.27660 -0.1 -0.2 -0.2
H -17.54683 0.96507 7.87066 -0.2 0.0 -0.4
H -16.01759 1.44604 7.18095 0.3 0.4 0.5
H -15.85550 1.61385 9.70267 0.4 0.1 -0.1
H -17.47531 2.02602 9.94913 -0.6 -0.3 -0.7
H -16.54932 3.88374 10.37772 0.0 -0.3 -0.2
C -22.60409 -0.11853 15.08904 0.5 0.3 1.1
C -21.96127 1.04337 15.90503 0.3 -0.4 -0.9
O -20.58800 0.77521 16.36320 -1.4 0.2 -0.5
H -23.59719 0.15832 14.73520 0.0 0.1 0.2
H -22.70863 -0.92927 15.81005 -0.2 -0.3 -0.2
H -22.04627 -0.48051 14.22537 0.3 0.3 0.1
H -22.59977 1.25748 16.76210 0.1 0.1 0.0
H -21.89756 1.91496 15.25359 0.0 0.3 0.1
H -20.48093 -0.16235 16.18681 0.6 -0.2 0.1
C -17.09096 -2.22581 15.88710 0.9 0.0 -0.5
C -16.98191 -1.34604 14.64081 0.6 -1.2 -0.3
O -17.72211 -0.19273 14.86013 -1.0 1.0 0.7
H -16.23085 -1.92391 16.48473 -0.6 0.1 0.8
H -16.89540 -3.28493 15.71942 -0.2 0.0 -0.4
H -18.07248 -2.13321 16.35201 0.2 0.2 0.2
H -17.27567 -1.86122 13.72625 -0.5 -0.1 -0.1
H -15.93851 -1.08508 14.46391 0.3 0.0 0.1
H -17.61230 0.43032 14.13808 0.1 -0.1 -0.2
```
Positions in Å, forces in eV/Å.

Output
Net charge: +1
Electronic energy, hartree: -2717.9281
2S+1: 1
HOMO-LUMO gap, eV: 4.832

Atom-resolved charges from Löwdin, all expressed in e:
1. N 0.321
2. H 0.158
3. H -0.029
4. H 0.136
5. H 0.087
6. Ag 0.871
7. N -0.374
8. S 0.456
9. O -0.248
10. O -0.220
11. F -0.200
12. S 0.665
13. O -0.188
14. O -0.231
15. F -0.212
16. C -0.094
17. C -0.133
18. C -0.126
19. C -0.062
20. C -0.070
21. C -0.113
22. H 0.096
23. H 0.092
24. H 0.107
25. H 0.103
26. H 0.105
27. H 0.105
28. C -0.052
29. C -0.304
30. O -0.096
31. H 0.068
32. H 0.038
33. H 0.084
34. H 0.086
35. H 0.111
36. H 0.071
37. C -0.114
38. C -0.259
39. O -0.113
40. H 0.083
41. H 0.054
42. H 0.075
43. H 0.116
44. H 0.105
45. H -0.001
46. C -0.050
47. C -0.273
48. O -0.144
49. H 0.051
50. H 0.089
51. H 0.079
52. H 0.122
53. H 0.123
54. H 0.093
55. C -0.046
56. C -0.287
57. O -0.081
58. H 0.068
59. H 0.052
60. H 0.067
61. H 0.085
62. H 0.078
63. H 0.013
64. C -0.063
65. C -0.257
66. O -0.117
67. H 0.081
68. H 0.079
69. H 0.081
70. H 0.109
71. H 0.077
72. H 0.078
73. C -0.065
74. C -0.340
75. O -0.096
76. H 0.074
77. H 0.075
78. H 0.069
79. H 0.108
80. H 0.105
81. H 0.008

---

Entry from the OMol25 dataset: 6 unconnected molecules or ions with the total composition C18H46N2O6 (the ωB97M-V functional and the def2-TZVPD basis).

```
72
Properties=species:S:1:pos:R:3:forces:R:3
C -1.93998 3.64883 -1.02818 0.3 0.6 -0.3
C -3.03220 2.74745 -0.48685 -1.6 1.0 0.3
C -4.07575 3.54094 0.35018 1.3 0.5 -0.2
C -3.84807 2.17830 -1.67407 1.3 -0.9 -1.0
C -4.64375 0.91692 -1.39330 -0.7 -0.1 0.5
C -3.79284 -0.15527 -0.73354 0.5 0.2 -0.6
C -3.04195 0.33992 0.50247 0.2 -0.4 1.2
C -3.97409 0.31165 1.71915 -1.4 1.2 0.2
C -1.90258 -0.62621 0.76261 0.3 -0.7 0.0
N -2.40316 1.67351 0.29453 -0.4 -1.1 -1.2
O -1.76964 2.11780 1.44583 0.0 0.5 0.6
H -1.46075 4.29945 -0.29485 0.0 -0.3 0.3
H -1.17938 3.02655 -1.49934 -0.2 0.4 -0.1
H -2.32225 4.34884 -1.77731 -0.2 -0.2 -0.1
H -3.57460 4.08548 1.16149 -0.2 -0.7 0.5
H -4.45934 4.40480 -0.19770 -0.4 -0.5 -0.5
H -4.83799 2.81948 0.61996 -0.4 0.5 0.5
H -4.47477 2.92596 -2.15816 0.0 0.3 0.5
H -3.10671 1.94637 -2.45519 0.0 -0.2 0.1
H -5.51142 1.17718 -0.77501 0.1 -0.1 0.2
H -5.09485 0.48662 -2.29025 0.2 0.3 -0.2
H -3.08196 -0.54283 -1.47443 0.2 0.4 0.0
H -4.34978 -1.06268 -0.49184 -0.3 0.2 0.3
H -3.51111 0.51945 2.68555 0.4 -0.2 -0.2
H -4.60199 -0.57226 1.84303 0.6 -0.4 -0.3
H -4.74363 1.09071 1.60946 0.1 0.0 0.0
H -2.30272 -1.63109 0.93635 -0.1 0.0 -0.4
H -1.29138 -0.45668 1.64974 -0.2 0.6 0.0
H -1.25354 -0.63998 -0.11341 -0.1 -0.3 0.4
H -2.44414 2.37117 2.10578 0.1 -0.1 -0.3
C 2.68963 0.04147 -0.20965 0.2 0.1 -1.8
C 3.82548 -1.00213 -0.11518 0.1 1.4 0.2
C 4.66772 -1.05454 -1.37857 0.3 -0.5 -1.5
C 4.78629 -0.52109 0.98874 0.8 -2.0 1.4
C 4.21237 -0.76714 2.37962 0.1 0.4 0.6
C 3.77330 -2.20606 2.55110 -0.5 0.1 -0.4
C 2.81560 -2.73067 1.46558 -0.7 0.2 0.5
C 2.78964 -4.24452 1.62308 -0.4 -0.2 -0.9
C 1.40069 -2.14595 1.63858 0.8 0.8 -0.1
N 3.35998 -2.37834 0.15550 2.0 0.0 0.8
O 2.62393 -2.90356 -0.91735 -0.6 0.2 -0.1
H 2.55339 0.71656 0.63051 -0.2 -0.5 0.4
H 2.93685 0.71899 -1.03706 0.0 0.0 0.1
H 1.76666 -0.42776 -0.55131 -0.1 0.2 0.5
H 4.12988 -1.38831 -2.27471 -0.3 -0.1 0.3
H 5.13633 -0.13178 -1.73026 -0.3 0.4 0.7
H 5.50221 -1.75468 -1.27633 -0.1 -0.1 0.3
H 5.65694 -1.19746 0.96419 -0.1 0.0 -0.2
H 5.27355 0.45210 0.94910 -0.8 0.4 -0.8
H 4.94970 -0.58987 3.17218 0.3 0.1 -0.3
H 3.42587 -0.05681 2.65829 -0.3 -0.2 -0.4
H 3.24667 -2.28964 3.50499 0.1 -0.3 0.0
H 4.63975 -2.87189 2.55193 0.1 0.1 0.1
H 2.42545 -4.54094 2.60573 0.3 0.1 0.1
H 3.78480 -4.63607 1.40338 0.0 -0.1 0.3
H 2.09712 -4.69556 0.90547 0.0 0.1 0.0
H 0.87977 -2.49022 2.53085 -0.2 -0.4 -0.3
H 0.88370 -2.27497 0.68819 -0.5 -0.3 0.4
H 1.51389 -1.06802 1.77494 -0.2 0.0 0.0
H 3.19147 -3.59540 -1.27450 -0.1 0.1 0.0
O 1.54730 3.55298 -0.57252 0.0 0.0 0.0
H 1.57979 3.27354 0.34874 -0.1 0.0 -0.1
H 0.93232 2.93323 -0.98988 0.1 -0.1 0.0
O -0.26144 -1.69592 -1.57300 0.4 -0.1 -0.9
H -0.44528 -1.37318 -2.47627 -0.1 -0.5 0.3
H 0.68645 -1.90538 -1.57466 -0.1 -0.1 0.1
O -0.32589 1.21230 -1.52006 0.5 -0.2 -0.8
H -0.91233 1.27962 -0.74860 -0.4 0.0 0.2
H -0.53190 0.34889 -1.90863 0.3 0.3 0.5
O -1.61979 -0.48228 -3.74224 0.0 0.3 -0.3
H -1.50724 0.45744 -3.94582 0.0 -0.1 0.1
H -2.05429 -0.85737 -4.51679 0.1 0.0 0.1
```
Positions in Å, forces in eV/Å.

Output
Energy relative to the best compared isomer or geometry (same formula, charge and spin), kcal/mol: 14.7
Electronic energy, hartree: -1274.2812
2S+1: 1
HOMO-LUMO gap, eV: 8.552

Atom-resolved charges from Löwdin, all expressed in e:
1. C -0.035
2. C -0.495
3. C -0.022
4. C -0.132
5. C -0.174
6. C -0.127
7. C -0.491
8. C -0.031
9. C -0.043
10. N -0.140
11. O 0.001
12. H 0.089
13. H 0.050
14. H 0.094
15. H 0.083
16. H 0.087
17. H 0.060
18. H 0.122
19. H 0.110
20. H 0.107
21. H 0.113
22. H 0.107
23. H 0.126
24. H 0.083
25. H 0.090
26. H 0.067
27. H 0.102
28. H 0.086
29. H 0.042
30. H 0.100
31. C -0.018
32. C -0.484
33. C -0.054
34. C -0.139
35. C -0.198
36. C -0.141
37. C -0.523
38. C -0.041
39. C -0.017
40. N -0.104
41. O -0.020
42. H 0.077
43. H 0.087
44. H 0.055
45. H 0.080
46. H 0.088
47. H 0.084
48. H 0.118
49. H 0.127
50. H 0.112
51. H 0.104
52. H 0.124
53. H 0.119
54. H 0.087
55. H 0.086
56. H 0.081
57. H 0.090
58. H 0.069
59. H 0.068
60. H 0.116
61. O -0.063
62. H 0.031
63. H -0.008
64. O -0.080
65. H 0.015
66. H 0.025
67. O -0.073
68. H 0.009
69. H -0.003
70. O -0.041
71. H 0.061
72. H 0.065